[1]
# C6H14N2S2

The molecule C6H14N2S2 in a non-equilibrium geometry (ωB97M-V/def2-TZVPD, the Open Molecules 2025 dataset).

The geometry in ORCA input format:
```
! RIJCOSX wB97M-V def2-TZVPD def2/J DEFGRID3
* xyz 0 1
C 3.789 -0.463 -0.215
N 2.309 0.239 -0.209
C 2.411 1.692 0.049
C 1.630 -0.386 1.067
C 0.822 -1.459 0.569
C 0.199 -1.392 -0.833
N -0.621 -0.188 -1.068
C -1.671 0.230 -0.386
S -1.791 1.816 0.087
S -3.008 -0.831 0.303
H 3.659 -1.591 -0.249
H 4.180 -0.292 0.826
H 4.163 -0.166 -1.336
H 3.003 2.122 -0.702
H 1.502 2.170 0.139
H 2.985 1.847 0.951
H 0.916 0.252 1.595
H 2.311 -0.682 1.966
H 0.076 -1.614 1.327
H 1.331 -2.337 0.687
H 0.959 -1.418 -1.672
H -0.470 -2.137 -1.083
H 0.049 0.503 -1.226
H -2.771 -2.112 -0.028
*
```

* highest occupied orbital energy: -0.309 hartree
* LUMO energy: 0.021 Ha
* maximum force: 3.710 eV Å⁻¹
* SMILES: CN(C)CCCNC(=S)S
* gap between HOMO and LUMO: 9.0 eV


[2]
# C23H28ClNO4

The molecule C23H28ClNO4 (ωB97M-V/def2-TZVPD, the Open Molecules 2025 dataset).

The geometry in ORCA input format:
```
! RIJCOSX wB97M-V def2-TZVPD def2/J DEFGRID3
* xyz 0 1
C -4.246 -4.221 -1.351
C -2.735 -4.259 -1.175
O -2.189 -2.943 -1.080
C -2.225 -2.354 0.118
O -2.670 -2.882 1.105
C -1.703 -0.919 0.057
C -2.882 -0.118 -0.550
C -2.850 1.393 -0.317
O -1.637 1.923 -0.804
C -1.276 3.191 -0.458
C 0.037 3.550 -0.768
C 0.503 4.811 -0.465
C -0.326 5.734 0.154
C -1.627 5.381 0.459
C -2.109 4.117 0.158
C -1.339 -0.452 1.469
C -0.118 -1.201 1.998
N 0.999 -0.969 1.106
C 2.281 -1.385 1.635
C 3.398 -0.723 0.871
C 3.264 0.597 0.455
C 4.274 1.231 -0.238
C 5.459 0.561 -0.531
O 6.438 1.199 -1.207
C 5.586 -0.761 -0.107
Cl 7.068 -1.611 -0.469
C 4.572 -1.401 0.581
C 0.724 -1.546 -0.194
C -0.458 -0.828 -0.834
H -4.711 -3.788 -0.468
H -4.509 -3.621 -2.219
H -4.624 -5.230 -1.488
H -2.248 -4.706 -2.044
H -2.475 -4.818 -0.271
H -2.898 -0.311 -1.624
H -3.820 -0.481 -0.123
H -2.960 1.612 0.753
H -3.701 1.845 -0.849
H 0.670 2.820 -1.248
H 1.522 5.076 -0.708
H 0.040 6.720 0.394
H -2.283 6.093 0.937
H -3.132 3.870 0.398
H -2.183 -0.611 2.141
H -1.085 0.606 1.441
H 0.137 -0.813 2.988
H -0.352 -2.275 2.101
H 2.335 -1.062 2.680
H 2.410 -2.483 1.618
H 2.345 1.117 0.675
H 4.174 2.253 -0.566
H 7.184 0.590 -1.320
H 4.703 -2.427 0.890
H 1.610 -1.421 -0.821
H 0.509 -2.630 -0.114
H -0.666 -1.261 -1.812
H -0.203 0.222 -0.961
*
```

* highest occupied orbital energy: -0.310 hartree
* LUMO energy: 0.027 Ha
* maximum force: 0.564 eV Å⁻¹
* SMILES: CCOC(=O)C1(CCOc2ccccc2)CCN(Cc2ccc(O)c(Cl)c2)CC1
* gap between HOMO and LUMO: 9.2 eV


[3]
# C4H8O3

A structure of composition C4H8O3 in a non-equilibrium geometry (ωB97M-V/def2-TZVPD, the Open Molecules 2025 dataset).

The geometry in ORCA input format:
```
! RIJCOSX wB97M-V def2-TZVPD def2/J DEFGRID3
* xyz 0 1
C -1.705 0.936 -0.818
C -0.271 0.659 -0.460
O -0.268 1.107 1.380
C 0.023 -0.800 -0.497
O 1.453 -1.164 -0.513
C 2.134 -1.096 0.620
O 1.733 -0.706 1.705
H -2.446 0.234 -0.396
H -1.769 0.867 -1.916
H -1.996 1.957 -0.548
H 0.276 1.552 0.590
H 0.378 0.435 1.714
H -0.326 -1.185 -1.465
H -0.461 -1.383 0.301
H 3.160 -1.463 0.459
*
```

* highest occupied orbital energy: -0.312 hartree
* LUMO energy: 0.032 Ha
* maximum force: 1.073 eV Å⁻¹
* gap between HOMO and LUMO: 9.4 eV


[4]
# C6H11N2

A structure of composition C6H11N2 in a non-equilibrium geometry (ωB97M-V/def2-TZVPD, the Open Molecules 2025 dataset).

The geometry in ORCA input format:
```
! RIJCOSX wB97M-V def2-TZVPD def2/J DEFGRID3
* xyz 1 1
C 2.199 1.192 -0.437
C 2.666 0.046 0.272
C -1.002 0.443 1.106
C -1.883 1.286 0.070
C -0.129 0.192 -0.175
C -0.183 -1.805 -0.459
N -0.857 1.059 -0.985
N 1.235 0.469 -0.060
H 2.564 1.951 -1.108
H 2.971 -0.741 -0.346
H 2.979 0.223 1.284
H -0.480 0.892 1.913
H -1.510 -0.514 1.502
H -2.902 0.776 0.033
H -2.050 2.386 0.220
H -1.069 -2.118 -0.714
H 0.229 -2.148 0.510
H 0.581 -1.990 -1.245
H -0.943 0.858 -1.983
*
```

* highest occupied orbital energy: -0.476 hartree
* LUMO energy: -0.177 Ha
* maximum force: 8.535 eV Å⁻¹
* gap between HOMO and LUMO: 8.1 eV


[5]
# C5H5NO

The molecule C5H5NO in a non-equilibrium geometry (ωB97M-V/def2-TZVPD, the Open Molecules 2025 dataset).

The geometry in ORCA input format:
```
! RIJCOSX wB97M-V def2-TZVPD def2/J DEFGRID3
* xyz 0 1
N -4.155 -0.083 -0.040
C -3.013 -0.122 -0.001
C -1.597 -0.144 -0.074
C -0.719 -1.098 0.168
C 0.521 -0.286 -0.105
C -0.413 0.858 -0.474
O -0.174 1.988 0.273
H -0.767 -2.117 0.408
H 1.047 0.140 0.769
H 1.092 -0.778 -0.955
H -0.597 1.182 -1.452
H -0.389 1.890 1.244
*
```

* highest occupied orbital energy: -0.379 hartree
* LUMO energy: 0.017 Ha
* maximum force: 2.667 eV Å⁻¹
* SMILES: N#CC1=CC[C@@H]1O
* gap between HOMO and LUMO: 10.8 eV


[6]
# C3H9NO2

A cluster of 2 separate species, C3H9NO2 in total in a non-equilibrium geometry (ωB97M-V/def2-TZVPD, the Open Molecules 2025 dataset).

The geometry in ORCA input format:
```
! RIJCOSX wB97M-V def2-TZVPD def2/J DEFGRID3
* xyz 0 1
N -2.726 -0.691 0.910
C -1.468 0.022 0.675
C -0.611 -0.818 -0.364
C 0.378 0.044 -0.923
O 1.559 -0.271 -1.132
H -3.102 -0.508 1.917
H -2.366 -1.688 0.828
H -1.655 1.098 0.261
H -0.847 0.103 1.547
H -1.353 -1.151 -1.157
H -0.339 -1.884 -0.366
H 0.014 1.120 -1.143
O 4.161 1.199 -0.377
H 4.758 1.754 -0.927
H 3.597 1.672 0.250
*
```

* highest occupied orbital energy: -0.356 hartree
* LUMO energy: 0.032 Ha
* maximum force: 4.263 eV Å⁻¹
* SMILES: NCCC=O.O
* gap between HOMO and LUMO: 10.6 eV